## a
The following is a DFT calculation (the ωB97M-V functional and the def2-TZVPD basis) of a molecular structure, C18H27N3O3S.

Positions of all 52 atoms, in Å:
C1 4.11 0.26 -4.64
C2 0.23 1.84 1.34
N1 1.16 0.95 1.14
C3 3.47 -0.53 -3.76
H1 1.18 0.22 -4.21
H2 -3.11 1.00 -0.19
C4 -0.49 -1.34 4.37
H3 -2.64 -3.30 0.03
H4 1.00 1.43 -2.80
H5 -4.12 -1.33 0.07
N2 -0.12 2.20 2.70
H6 -2.48 -2.13 1.48
C5 -0.53 1.44 5.04
S1 0.14 3.31 0.30
C6 0.59 0.36 -3.14
N3 1.46 0.81 -0.31
H7 -0.79 -1.39 -1.85
C7 -0.89 0.14 -3.08
H8 3.72 -0.69 -1.79
C8 -0.38 0.94 3.66
O1 -1.32 0.41 -0.65
H9 -1.21 0.52 -3.86
C9 -0.44 0.48 6.00
H10 -0.71 -1.74 6.42
H11 -2.62 1.01 -2.33
H12 1.57 1.72 -0.71
H13 -0.28 2.37 5.19
C10 1.71 -0.53 -2.31
O2 0.92 -1.35 -0.18
H14 -2.05 0.02 1.03
C11 -2.36 0.29 0.08
C12 1.50 -0.54 -0.83
H15 4.30 0.09 -5.71
H16 -0.60 0.94 6.96
H17 3.33 -1.65 -4.37
C13 2.96 -0.28 -2.37
H18 4.22 1.35 -4.39
C14 -0.50 -0.23 3.34
H19 -0.41 -0.88 2.32
H20 -0.78 3.03 2.85
H21 -3.03 -1.38 -1.17
C15 -2.43 -2.43 0.41
O3 -1.00 -1.17 -2.82
H22 -0.76 -2.41 4.15
C16 -0.49 -0.78 5.80
C17 -3.02 -1.13 -0.23
H23 1.25 -1.52 -2.62
H24 1.04 0.03 1.65
H25 -0.99 2.07 -1.99
C18 -1.53 1.10 -2.02
H26 -1.10 -2.42 0.21
H27 3.33 0.82 -2.19

Calculated values
**LUMO level**: 0.012 eV
**HOMO**: -8.180 eV



## b
The following is a DFT calculation (the ωB97M-V functional and the def2-TZVPD basis) of C18H27N3O3S in the gas phase.

Positions of all 52 atoms, in Å:
H1 0.52 1.78 2.43
H2 3.82 -0.25 1.23
H3 -4.85 -0.89 -1.55
C1 -0.47 -1.83 -1.14
C2 4.99 3.93 2.42
C3 1.42 1.31 2.82
C4 -3.86 -0.63 -1.93
H4 -5.23 -2.68 -2.46
H5 -2.96 -0.03 -3.79
H6 5.53 3.94 3.37
C5 2.43 2.37 3.29
H7 3.46 0.19 4.23
H8 3.99 2.51 1.15
C6 3.18 -0.22 2.12
C7 -1.70 -1.20 -1.26
C8 -0.77 0.89 -0.51
H9 5.46 1.90 1.93
H10 -3.77 0.71 -0.20
H11 1.14 0.63 3.63
C9 3.91 0.49 3.28
C10 4.56 2.51 2.08
N1 1.98 0.50 1.75
C11 -1.84 0.15 -0.95
H12 2.31 3.27 2.68
C12 -3.16 -3.07 -1.86
H13 -4.02 -3.60 -4.45
H14 2.22 2.63 4.34
C13 0.45 0.26 -0.39
H15 -3.36 1.49 -1.72
S1 1.87 1.16 0.22
O1 -2.31 -3.90 -1.62
O2 3.03 0.78 -0.54
C14 -4.53 -3.50 -2.34
C15 0.61 -1.08 -0.70
O3 1.52 2.55 0.29
H16 5.63 4.32 1.64
H17 -3.67 -5.07 -3.54
H18 -5.34 -4.68 -3.97
H19 -4.93 -4.18 -1.59
H20 2.91 -1.25 2.40
H21 4.96 0.19 3.30
N2 3.82 1.93 3.19
H22 1.59 -1.52 -0.60
H23 -4.64 0.50 -3.60
H24 -0.36 -2.88 -1.38
N3 -2.92 -1.73 -1.70
C16 -3.94 -0.32 -3.43
C17 -3.27 0.56 -1.16
H25 -4.28 -1.18 -3.99
C18 -4.38 -4.26 -3.66
H26 4.12 4.59 2.52
H27 -0.85 1.94 -0.27

Calculated values
**SMILES**: CCC(=O)N1c2ccc(S(=O)(=O)N3CCN(CC)CC3)cc2C[C@H]1C
**LUMO level**: 0.616 eV
**HOMO**: -8.027 eV



Most stable structure: b



## a
The following is a DFT calculation (the ωB97M-V functional and the def2-TZVPD basis) of 2 unconnected molecules or ions with the total composition C3H11N3O.

Positions of all 18 atoms, in Å:
C1 -0.43 -0.47 1.29
H1 0.66 3.17 -0.32
O1 -1.01 -1.45 0.51
H2 0.65 -0.61 1.40
C2 0.84 2.10 -0.21
H3 0.94 -2.26 -2.02
N1 -1.09 0.15 2.21
H4 1.37 1.75 -1.10
H5 -0.65 -1.46 -2.11
H6 0.68 -2.46 0.31
N2 -0.14 -2.27 -0.27
C3 0.25 -1.60 -1.50
H7 -1.00 1.39 -0.82
N3 -0.38 1.33 -0.02
H8 -2.00 -0.24 2.44
H9 -0.89 1.59 0.89
H10 1.48 1.95 0.66
H11 0.72 -0.62 -1.34

Calculated values
**SMILES**: [H]/N=C\ONC.CN
**LUMO level**: 0.907 eV
**HOMO**: -8.732 eV



## b
The following is a DFT calculation (the ωB97M-V functional and the def2-TZVPD basis) of 3 unconnected molecules or ions with the total composition C3H11N3O.

Positions of all 18 atoms, in Å:
H1 -1.11 1.07 -1.57
H2 2.07 0.96 0.34
H3 -2.33 -0.09 1.03
C1 -2.19 0.73 0.32
H4 0.31 -0.22 1.62
C2 0.69 -0.18 -0.49
N1 1.06 0.94 0.31
H5 0.90 -0.27 -1.54
C3 -1.43 0.29 -0.89
N2 2.60 -1.18 -0.08
H6 -1.82 -0.58 -1.41
H7 -1.68 1.55 0.84
N3 0.13 -1.24 0.08
H8 2.67 -1.94 -0.76
O1 -0.05 -1.12 1.39
H9 2.69 -1.63 0.83
H10 -3.19 1.10 0.05
H11 0.68 1.81 -0.05

Calculated values
**LUMO level (alpha / beta)**: 0.521 / -0.200 eV
**HOMO (alpha / beta)**: -8.454 / -6.684 eV



## c
The following is a DFT calculation (the ωB97M-V functional and the def2-TZVPD basis) of 2 unconnected molecules or ions with the total composition C3H11N3O.

Positions of all 18 atoms, in Å:
H1 -0.18 -1.21 -1.04
H2 0.71 -0.84 -3.02
H3 2.56 0.41 1.40
C1 -1.27 0.61 -0.97
H4 0.23 -1.27 1.14
C2 0.97 -0.75 1.75
H5 1.51 -1.50 2.32
O1 0.39 0.10 2.70
H6 0.14 0.66 -3.20
C3 -0.51 -0.31 -1.55
N1 -0.12 -0.28 -2.92
H7 -1.98 -0.24 0.72
H8 -1.52 1.49 -1.55
N2 -1.66 0.66 0.41
H9 -0.15 0.73 2.21
H10 1.40 0.54 0.28
N3 1.91 -0.13 0.84
H11 -2.42 1.32 0.49

Calculated values
**SMILES**: N/C=C/N.NCO
**LUMO level**: 0.924 eV
**HOMO**: -7.914 eV



## d
The following is a DFT calculation (the ωB97M-V functional and the def2-TZVPD basis) of 2 unconnected molecules or ions with the total composition C3H11N3O.

Positions of all 18 atoms, in Å:
H1 0.02 2.16 1.13
H2 1.59 -2.27 0.46
N1 -1.93 0.52 -0.88
O1 -2.61 -0.22 0.14
H3 -0.20 -0.52 -1.18
H4 0.90 -0.91 1.33
H5 -1.74 2.24 1.20
N2 0.73 -0.79 -0.78
H6 -3.33 -0.63 -0.37
C1 0.76 -1.56 0.46
H7 2.83 -0.65 -1.02
H8 -0.90 0.72 1.61
H9 1.87 0.52 -1.96
C2 -0.90 1.59 0.95
H10 -0.18 -2.10 0.57
H11 2.10 0.72 -0.20
C3 1.94 -0.01 -1.00
N3 -0.94 1.21 -0.46

Calculated values
**SMILES**: C/N=N\O.CNC
**LUMO level (alpha / beta)**: 0.551 / 0.550 eV
**HOMO (alpha / beta)**: -7.864 / -7.864 eV



Most stable structure: c